C3H5O4Pt as an isolated structure, computed with ωB97M-V/def2-TZVPD.

Geometry as XYZ:
```
13
Properties=species:S:1:pos:R:3:lowdin_charge:R:1
C 1.30838 -1.49113 -0.35436 -0.08
O 0.23904 -0.58215 -0.48558 -0.42
C 0.48743 0.75485 0.00684 -0.39
O -0.58211 1.48482 -0.40318 -0.45
Pt -1.31145 0.26714 -1.60624 0.99
H 0.96405 -2.46258 -0.72490 0.10
H 2.17261 -1.16129 -0.95257 0.10
H 1.60437 -1.58474 0.70190 0.10
H 1.44192 1.10695 -0.43486 0.14
H 0.56484 0.68991 1.11081 0.14
O -2.73358 0.28166 0.24047 0.02
C -2.23359 1.08521 0.95404 -0.46
O -1.92192 1.61137 1.94763 0.21
```

Properties
Orbital gap (alpha / beta) = 0.26351 / 0.29224 Eh
Highest occupied orbital energy (alpha / beta) = -6.63 / -9.25 eV
LUMO energy (alpha / beta) = 0.54 / -1.30 eV
Spin multiplicity = 4
ΔE to the lowest compared entry with this formula, charge and spin = 7.43 kcal per mole
Electronic energy = -537.3746 hartree

C20H35Cl33O5Si2 as an isolated structure, computed with ωB97M-V/def2-TZVPD.

Geometry as XYZ:
```
95
Properties=species:S:1:pos:R:3:lowdin_charge:R:1
C 6.36950 0.05531 2.60134 -0.10
C 4.94019 0.66837 2.05342 -0.25
O 4.14406 -0.32399 1.25968 -0.21
C 2.76170 -0.08573 1.70426 -0.20
C 1.61822 -0.86728 0.78111 -0.15
O 0.86842 -1.73599 1.70102 -0.31
C -0.58732 -1.59889 1.54504 -0.34
Si -1.60949 -1.89468 3.15732 0.57
O -1.65448 -0.51844 4.25942 -0.47
Si -0.04611 -0.00519 4.74539 0.57
O -0.11067 1.50591 5.69706 -0.32
C 0.04928 2.65468 4.75523 -0.24
C 1.60774 3.13212 4.55688 -0.17
O 1.89405 3.75043 3.25245 -0.24
C 1.01429 4.89935 2.97445 -0.24
C 0.08964 4.47988 1.66936 -0.10
H 6.21225 -0.48698 3.65227 0.09
H 7.12757 0.93642 2.78542 0.08
H 6.73044 -0.73569 1.81778 0.08
H 5.07917 1.65507 1.39794 0.14
H 4.30867 0.93348 3.02327 0.11
H 2.50952 1.06102 1.68550 0.12
H 2.63185 -0.45096 2.82076 0.12
H 0.99082 -0.02141 0.27071 0.13
H 2.20102 -1.48846 -0.03339 0.13
H -0.92235 -2.45418 0.78377 0.03
H -0.94795 -0.58126 1.09445 0.10
H -3.01389 -2.09931 2.71747 -0.10
H -1.25233 -3.16426 3.84153 -0.03
H 0.67618 0.36606 3.50194 0.00
H 0.75082 -1.02037 5.42016 -0.01
H -0.50152 2.39096 3.75690 0.10
H -0.53001 3.56517 5.26328 0.14
H 2.29178 2.16136 4.62310 0.13
H 1.95560 3.88050 5.40238 0.14
H 1.70960 5.78947 2.59608 0.13
H 0.40010 5.28538 3.89451 0.12
H -0.17993 3.33164 1.75224 0.08
H 0.80719 4.57003 0.72069 0.01
H -0.87067 5.13926 1.53877 0.08
C -4.50672 -1.86672 -0.18816 -1.49
Cl -3.14096 -1.63831 -1.29369 0.51
Cl -4.15215 -3.14935 0.98182 0.54
Cl -4.89123 -0.35201 0.64672 0.52
H -5.37837 -2.16733 -0.77512 0.02
C -0.26056 -4.24827 -2.75558 -1.51
Cl -0.90794 -2.82565 -3.59030 0.50
Cl 1.15353 -4.88320 -3.61403 0.46
Cl 0.15573 -3.85042 -1.07998 0.55
H -1.03259 -5.02190 -2.74428 0.01
C 0.82944 -8.49298 -1.95347 -1.49
Cl -0.31877 -9.54352 -1.10633 0.53
Cl 0.57632 -8.57966 -3.70508 0.51
Cl 0.67936 -6.82154 -1.38516 0.50
H 1.84182 -8.84174 -1.73413 0.03
C -3.66514 0.36735 6.94572 -1.54
Cl -4.15894 -1.22948 6.35753 0.52
Cl -4.56745 1.64389 6.11145 0.51
Cl -3.89845 0.48420 8.69819 0.52
H -2.60185 0.50006 6.73022 -0.01
C 2.16506 -5.13900 2.30994 -1.54
Cl 3.89169 -4.76294 2.17951 0.52
Cl 1.88686 -6.87334 2.07679 0.51
Cl 1.53051 -4.61242 3.87815 0.52
H 1.63405 -4.59628 1.52372 -0.02
C 2.42880 5.06353 -1.98424 -1.52
Cl 3.79456 5.29195 -3.08977 0.55
Cl 2.78337 3.78090 -0.81426 0.54
Cl 2.04429 6.57825 -1.14935 0.53
H 1.55716 4.76293 -2.57120 0.02
C -5.36752 3.55462 -1.07810 -1.52
Cl -3.87607 3.60917 -0.12295 0.51
Cl -5.63921 5.10273 -1.89617 0.50
Cl -5.30440 2.23171 -2.25502 0.50
H -6.20463 3.37217 -0.39942 0.02
C 3.18115 5.78809 -6.76279 -1.55
Cl 2.33238 4.51784 -7.66041 0.51
Cl 4.91559 5.75170 -7.12347 0.51
Cl 2.50004 7.37908 -7.14233 0.52
H 3.04769 5.60238 -5.69398 -0.05
C -0.89682 -8.74177 -7.26573 -1.55
Cl -2.04503 -9.79232 -6.41859 0.51
Cl -1.14994 -8.82845 -9.01734 0.52
Cl -1.04690 -7.07033 -6.69742 0.50
H 0.11556 -9.09054 -7.04640 0.01
C 2.39610 -0.41332 -4.34660 -1.51
Cl 2.52202 -0.19404 -6.10038 0.52
Cl 1.10436 0.60252 -3.68388 0.50
Cl 2.11232 -2.11704 -3.95155 0.48
H 3.34206 -0.10741 -3.89248 0.02
C -8.29135 5.37864 -5.12892 -1.53
Cl -8.96590 6.33135 -3.79588 0.51
Cl -7.55442 6.44004 -6.34139 0.52
Cl -7.10543 4.21099 -4.52111 0.48
H -9.10604 4.82637 -5.60425 0.02
```

Properties
Orbital gap = 0.36026 Eh
Highest occupied orbital energy = -9.72 eV
LUMO energy = 0.09 eV
Electronic energy = -16924.3722 hartree

The molecule C5H10N4O, computed with ωB97M-V/def2-TZVPD.

Geometry as XYZ:
```
20
Properties=species:S:1:pos:R:3:lowdin_charge:R:1
C 1.82483 1.43655 -0.26422 0.00
C -2.21874 -0.79089 0.19964 -0.01
N -0.62526 1.17660 -0.06036 -0.02
C 0.58126 1.76807 0.47277 -0.42
C 0.28646 -1.21986 0.13624 -0.49
C -0.85892 -0.29380 -0.27480 -0.45
N 1.02993 -1.60039 -0.93083 0.14
N -0.72276 0.57888 -1.33732 0.05
N 0.56062 -1.62315 1.30927 0.13
O 0.46473 2.50889 1.41062 0.12
H -1.44662 1.67038 0.33251 0.18
H 1.71586 -2.32301 -0.82012 0.11
H 0.73673 -1.28894 -1.84129 0.10
H -0.05655 -1.27293 2.03348 0.04
H 1.58121 1.17315 -1.29756 0.07
H 2.51021 2.28463 -0.21463 0.10
H 2.30313 0.57653 0.22325 0.09
H -2.33679 -0.65981 1.27475 0.08
H -3.01026 -0.25138 -0.31918 0.08
H -2.31906 -1.84953 -0.03221 0.09
```

Properties
Orbital gap = 0.33115 Eh
Highest occupied orbital energy = -8.15 eV
LUMO energy = 0.86 eV
ΔE to the lowest compared entry with this formula, charge and spin = 69.16 kcal per mole
Electronic energy = -490.6922 hartree

C7H9N2 as an isolated structure, computed with ωB97M-V/def2-TZVPD.

Geometry as XYZ:
```
18
Properties=species:S:1:pos:R:3:lowdin_charge:R:1
C -0.78211 -0.54716 1.73925 -0.05
C -0.10196 0.41089 1.12275 -0.01
C -1.02559 -1.83436 -0.30210 0.07
C 0.68951 0.66261 -1.44045 -0.15
C -0.99910 -1.93285 1.16426 -0.10
C 0.63643 -0.03198 -0.12517 -0.17
C 1.06931 1.98534 -1.90719 0.05
N -0.09250 -0.24460 -2.01384 0.24
N -0.24478 -0.96046 -0.79112 -0.05
H -1.41215 -0.25514 2.67682 0.16
H 0.05444 1.49339 1.34416 0.14
H -1.63125 -2.44547 -1.06641 0.20
H -0.24939 -2.54567 1.64800 0.15
H -1.81280 -2.47755 1.45040 0.10
H 1.46713 -0.61628 0.15437 0.16
H 1.97462 2.24636 -1.54591 0.07
H 0.47203 2.76276 -1.40698 0.14
H 1.03500 2.00727 -2.88378 0.05
```

Properties
Orbital gap = 0.35770 Eh
Highest occupied orbital energy = -14.42 eV
LUMO energy = -4.69 eV
Charge = +1
ΔE to the lowest compared entry with this formula, charge and spin = 93.72 kcal per mole
Electronic energy = -381.2543 hartree